Entry 1:
# C18H21BF5FeNSe2Te2

A structure of composition C18H21BF5FeNSe2Te2 (the ωB97M-V functional and the def2-TZVPD basis, the OMol25 dataset).

Calculated values
Energy relative to the best compared isomer or geometry (same formula, charge and spin) ... 18.07 kcal/mol
HOMO energy (spin up / spin down) ... -4.71 / -4.83 eV
Total charge ... -1
2S+1 ... 6
Max |F| ... 0.014 Eh/bohr
Frontier orbital gap (spin up / spin down) ... 6.43 / 5.16 eV

Positions of all 51 atoms, in Å:
Fe  0.04646  -0.27302  0.16603
C  4.66521  2.06212  0.38107
C  3.47853  1.47910  -0.38802
C  3.93639  0.79450  -1.68286
C  2.42958  2.53312  -0.68237
C  2.75025  3.56915  -1.55158
C  1.82153  4.54092  -1.87103
C  0.55393  4.46579  -1.32343
C  0.18455  3.44602  -0.44905
C  -1.25624  3.46508  0.02950
C  -1.47150  3.30936  1.53427
C  -2.11766  2.48179  -0.77426
C  1.13885  2.46842  -0.11254
N  0.86307  1.40358  0.79281
C  1.35902  1.56775  2.05741
C  1.75986  2.80118  2.60372
C  2.23868  2.90004  3.90622
C  2.34409  1.78298  4.71903
C  1.97484  0.54405  4.20264
C  1.50975  0.46748  2.91623
F  1.21217  -0.76016  2.41207
H  5.39265  1.28129  0.61387
H  4.33581  2.51384  1.31737
H  5.17127  2.82896  -0.21144
H  3.01992  0.71090  0.23345
H  4.48452  1.48334  -2.32897
H  3.07514  0.41255  -2.23162
H  4.59514  -0.04631  -1.45320
H  3.74053  3.61413  -1.98900
H  2.07618  5.34544  -2.54987
H  -0.18311  5.21707  -1.58337
H  -1.62054  4.46595  -0.23054
H  -1.18648  2.32030  1.88451
H  -2.53036  3.45256  1.76305
H  -0.89844  4.04867  2.09557
H  -1.84156  1.45017  -0.56031
H  -1.99410  2.64485  -1.84459
H  -3.17234  2.59583  -0.51754
H  1.68704  3.68011  1.97736
H  2.53220  3.86906  4.29109
H  2.71337  1.86471  5.73180
H  2.05739  -0.36103  4.78989
Se  -1.96454  -0.58942  1.63481
Te  -1.94706  -2.89549  0.63329
Te  0.14365  -3.32515  -1.01438
Se  2.14283  -2.14942  -0.38430
F  0.13144  0.23891  -1.84978
B  -0.72046  -0.34181  -2.91322
F  -1.80203  -0.91180  -2.24091
F  0.02477  -1.32227  -3.55820
F  -1.08164  0.67481  -3.76215



Entry 2:
# C18H21Cl39O5S

A cluster of 14 separate species, C18H21Cl39O5S in total at a distorted geometry (the ωB97M-V functional and the def2-TZVPD basis, the OMol25 dataset).

Calculated values
Energy relative to the best compared isomer or geometry (same formula, charge and spin) ... 53.87 kcal/mol
HOMO energy ... -9.39 eV
Max |F| ... 0.098 Eh/bohr
Frontier orbital gap ... 9.54 eV

Positions of all 84 atoms, in Å:
C  -0.01491  -0.56732  -1.17521
C  1.14956  -0.62596  -1.99877
O  2.42853  -0.08612  -1.63067
S  3.39605  -1.21003  -0.82134
O  3.94739  -2.12745  -1.90368
O  2.34449  -2.04059  0.19545
C  2.99280  -3.20234  0.79930
O  1.92834  -4.11329  1.15115
C  2.28416  -5.47273  0.90576
C  2.02764  -6.48737  2.14014
O  2.72946  -5.89831  -0.19610
H  -0.85873  -1.32153  -1.30281
H  -0.11442  0.18771  -0.31404
H  1.01778  -1.10286  -3.03614
H  3.50566  -2.85343  1.77363
H  3.81420  -3.65205  0.14673
H  2.60274  -6.03957  3.02365
H  0.88980  -6.47389  2.32587
H  2.32252  -7.55391  1.88308
C  -4.03974  0.49708  -0.98738
Cl  -2.42910  -0.23814  -1.10196
Cl  -5.26415  -0.73510  -0.64043
Cl  -4.05866  1.75832  0.25216
H  -4.27653  0.95506  -1.94634
C  3.44923  -0.11676  4.05009
Cl  3.69010  1.63528  4.09856
Cl  1.94841  -0.51573  3.20458
Cl  4.82632  -0.91520  3.27577
H  3.37415  -0.48037  5.07335
C  -6.54230  5.06234  0.39624
Cl  -8.24250  5.53538  0.52976
Cl  -6.00292  4.25979  1.87812
Cl  -6.29759  4.01209  -1.00529
H  -5.94611  5.96286  0.25835
C  -0.07364  -2.74908  6.20337
Cl  1.62924  -2.40138  5.87076
Cl  -0.62516  -4.12753  5.24153
Cl  -0.32100  -3.05475  7.92805
H  -0.66194  -1.87791  5.92204
C  7.77559  -1.53848  5.41793
Cl  6.26864  -1.68346  6.33581
Cl  8.64176  -0.06522  5.87467
Cl  8.79483  -2.96241  5.66775
H  7.52921  -1.47689  4.35890
C  -2.38313  4.56618  -2.79648
Cl  -2.32088  2.81024  -2.58033
Cl  -3.55260  5.28819  -1.68117
Cl  -0.78090  5.27786  -2.56403
H  -2.70682  4.77510  -3.81441
C  2.13303  7.20209  -0.14613
Cl  0.43358  7.67447  -0.01305
Cl  2.67307  6.39821  1.33478
Cl  2.37884  6.15130  -1.54903
H  2.72886  8.10200  -0.28397
C  -0.62740  -6.15605  -1.39093
Cl  -0.22531  -6.48466  -3.08173
Cl  -0.91940  -4.42818  -1.14609
Cl  -2.03781  -7.10241  -0.89135
H  0.21933  -6.45109  -0.77416
C  1.03708  -8.11902  -6.70390
Cl  -0.45649  -8.93375  -7.18949
Cl  2.18921  -8.08061  -8.04618
Cl  0.69415  -6.48075  -6.13100
H  1.48318  -8.68107  -5.88590
C  6.60189  -4.16316  1.56993
Cl  6.18681  -3.84196  -0.11865
Cl  6.86598  -2.64616  2.44471
Cl  5.33399  -5.11823  2.35305
H  7.52608  -4.73714  1.59293
C  -8.57221  0.55013  -1.92040
Cl  -10.06529  -0.28087  -2.38029
Cl  -7.44591  0.60549  -3.28492
Cl  -8.92114  2.18303  -1.33816
H  -8.10399  -0.00879  -1.11252
C  -3.45384  7.83238  -5.26516
Cl  -3.00370  8.95877  -3.97763
Cl  -2.09882  6.76406  -5.65806
Cl  -4.87483  6.88796  -4.79613
H  -3.70369  8.40901  -6.15339
C  -2.85026  9.50101  1.04385
Cl  -3.01745  8.12912  -0.06191
Cl  -2.69043  8.93758  2.71328
Cl  -1.46290  10.50094  0.58920
H  -3.74911  10.11003  0.97250



Entry 3:
# C18H21Cl3N2O8S6Sc

A structure of composition C18H21Cl3N2O8S6Sc (the ωB97M-V functional and the def2-TZVPD basis, the OMol25 dataset).

Calculated values
Energy relative to the best compared isomer or geometry (same formula, charge and spin) ... 2.83 kcal/mol
HOMO energy (spin up / spin down) ... -5.34 / -4.93 eV
Total charge ... -1
Max |F| ... 0.004 Eh/bohr
Frontier orbital gap (spin up / spin down) ... 6.46 / 5.86 eV

Positions of all 59 atoms, in Å:
Sc  -0.34552  -0.51743  -0.57136
C  -0.77936  -3.08474  1.80943
O  -1.38553  -2.05812  1.02483
C  -2.79735  -1.97956  1.25120
C  -3.40898  -1.76166  -0.10268
O  -2.81094  -0.59731  -0.66782
C  -3.68194  0.53233  -0.61633
H  -1.27607  -4.03680  1.60812
H  -0.85908  -2.82613  2.86879
H  0.26006  -3.16713  1.51244
H  -2.99595  -1.17125  1.96063
H  -3.15113  -2.91823  1.68355
H  -4.49286  -1.63996  -0.03852
H  -3.18236  -2.59916  -0.76334
H  -4.49196  0.39342  -1.33579
H  -3.11671  1.41836  -0.87485
H  -4.09093  0.64613  0.39191
O  3.35903  1.08184  -1.13039
S  1.94740  1.05745  -1.39050
O  1.07044  1.49344  -0.30562
O  1.44818  -0.29057  -1.79910
C  1.68320  2.14041  -2.78465
C  2.82710  2.50165  -3.48515
C  2.74458  3.33189  -4.59167
C  1.51089  3.80393  -5.00472
C  0.36576  3.44333  -4.31217
C  0.43644  2.61655  -3.19890
S  -1.13575  2.29077  -2.39743
O  -2.12826  2.44375  -3.43021
O  -1.24134  3.18416  -1.27395
O  -1.04275  0.86175  -1.97944
H  3.77973  2.12546  -3.14169
H  3.64504  3.60470  -5.12681
H  1.43337  4.45038  -5.86966
H  -0.60856  3.78657  -4.63013
S  -1.70924  -1.73644  -3.40745
S  -2.11836  -3.60914  -3.17593
S  -0.96306  -4.28129  -1.50623
S  0.52023  -2.93916  -1.36727
C  4.14066  -1.38706  4.26078
C  3.11350  -1.23969  3.17637
C  3.41992  -1.49151  1.84498
C  2.45588  -1.31340  0.87246
N  1.21028  -0.90695  1.14512
C  0.90607  -0.68138  2.43190
C  1.81670  -0.83150  3.45770
H  4.94687  -2.05310  3.95495
H  3.69125  -1.77469  5.17480
H  4.57956  -0.41512  4.49596
H  4.40881  -1.82140  1.55404
H  2.68660  -1.49743  -0.16747
H  -0.11413  -0.41504  2.67434
H  1.48255  -0.64067  4.46987
Cl  -3.82961  2.56977  3.00313
C  -2.15821  2.38265  2.85193
Cl  -1.10986  3.29514  3.80834
Cl  -2.01255  -0.22767  4.28144
C  -1.64022  1.56590  1.85172
N  -1.21150  0.88897  1.02652



Entry 4:
# C18H21ClN2O6S

An isolated molecule of C18H21ClN2O6S at a distorted geometry (the ωB97M-V functional and the def2-TZVPD basis, the OMol25 dataset).

Calculated values
Energy relative to the best compared isomer or geometry (same formula, charge and spin) ... 10.59 kcal/mol
HOMO energy ... -9.19 eV
Max |F| ... 0.026 Eh/bohr
SMILES string ... CSCC[C@H](NC(=O)c1ccc([N+](=O)[O-])cc1Cl)C(=O)O[C@H]1CCCCC1=O
Frontier orbital gap ... 8.58 eV

Positions of all 49 atoms, in Å:
C  -1.97546  -1.01161  3.68797
S  -0.40213  -1.08128  2.78304
C  0.50103  0.27538  3.60735
C  -0.01032  1.68013  3.30993
C  0.00139  2.05196  1.82151
N  -1.08352  1.43329  1.09524
C  -1.56426  2.04222  -0.02294
O  -1.43428  3.22358  -0.24988
C  -2.30045  1.09372  -0.92307
C  -3.25711  0.22408  -0.40764
C  -3.91741  -0.66894  -1.22669
C  -3.60184  -0.69619  -2.57987
N  -4.27636  -1.63730  -3.44519
O  -3.99250  -1.62497  -4.62159
O  -5.08724  -2.38078  -2.93700
C  -2.65238  0.15734  -3.12047
C  -2.00679  1.05790  -2.28843
Cl  -0.82640  2.10249  -2.95362
C  1.34531  1.67912  1.18092
O  2.40719  2.15175  1.48568
O  1.15384  0.75706  0.24578
C  2.25303  0.30940  -0.53892
C  3.16409  -0.64509  0.24442
C  4.25365  -1.19537  -0.66835
C  3.64127  -1.91898  -1.86215
C  2.72470  -0.97886  -2.65422
C  1.66506  -0.42656  -1.73847
O  0.48298  -0.58183  -1.88873
H  -2.57553  -1.84124  3.32960
H  -2.48209  -0.07250  3.48611
H  -1.78356  -1.12551  4.75093
H  1.53157  0.16523  3.27144
H  0.46180  0.07904  4.67961
H  0.63640  2.38153  3.84080
H  -1.02715  1.80392  3.68656
H  -0.11873  3.13735  1.71469
H  -1.07000  0.41841  1.11268
H  -3.49150  0.26263  0.64513
H  -4.66404  -1.34622  -0.84213
H  -2.42271  0.10972  -4.17354
H  2.83362  1.18028  -0.87186
H  3.60406  -0.10187  1.08275
H  2.55082  -1.45824  0.64109
H  4.88282  -1.88376  -0.10230
H  4.88425  -0.37492  -1.01771
H  4.42748  -2.29333  -2.51939
H  3.05934  -2.77421  -1.51293
H  2.24624  -1.50707  -3.47943
H  3.31181  -0.15090  -3.05672



Entry 5:
# C18H21ClNO3Pm

A structure of composition C18H21ClNO3Pm at a distorted geometry (the ωB97M-V functional and the def2-TZVPD basis, the OMol25 dataset).

Calculated values
HOMO energy (spin up / spin down) ... -6.26 / -6.19 eV
2S+1 ... 5
Max |F| ... 0.097 Eh/bohr
Frontier orbital gap (spin up / spin down) ... 5.82 / 5.78 eV

Positions of all 45 atoms, in Å:
Pm  0.44956  -0.16982  -0.08562
C  3.25066  -1.78412  0.73988
N  2.05516  -1.96252  -0.08562
C  2.42876  -2.49702  -1.39582
C  1.08866  -2.83482  0.61208
C  -0.24804  -3.00352  -0.08162
C  -0.58484  -4.21432  -0.70612
C  -1.83164  -4.37452  -1.31562
C  -2.75324  -3.32882  -1.30972
C  -2.42864  -2.12082  -0.69562
C  -1.18594  -1.96252  -0.08562
H  3.77256  -2.73082  0.92168
H  2.99046  -1.34182  1.70798
H  3.95096  -1.09172  0.25928
H  2.85316  -3.50512  -1.32672
H  3.16816  -1.84722  -1.87832
H  1.56876  -2.52592  -2.07302
H  0.87596  -2.41722  1.60598
H  1.53176  -3.82382  0.79448
H  0.12146  -5.04082  -0.71752
H  -2.08444  -5.31752  -1.79392
H  -3.72324  -3.45402  -1.78352
H  -3.13694  -1.29832  -0.68692
C  -0.21384  4.18988  1.73008
C  -0.47274  3.72388  0.32668
C  -0.17164  4.65048  -0.70142
C  -0.34734  4.33258  -2.04692
Cl  0.03196  5.49088  -3.26242
C  -0.82654  3.08548  -2.40672
C  -1.13664  2.16758  -1.40442
C  -0.97764  2.46578  -0.03572
O  -1.37754  1.40668  0.72068
C  -1.36844  1.38728  2.15058
C  -0.04414  0.85548  2.73308
O  0.36766  1.48268  3.75648
O  0.44956  -0.16982  2.18118
H  0.27956  5.16918  1.74268
H  0.46556  3.51148  2.24508
H  -1.15084  4.31398  2.27878
H  0.21506  5.63378  -0.44212
H  -0.95994  2.81308  -3.44792
H  -1.50824  1.18238  -1.68272
H  -2.13224  0.65668  2.44528
H  -1.70024  2.33018  2.58538
H  0.44956  1.96778  -0.08562